A structure of composition C16H19F6N5O4PtS. Source: OMol25; level of theory: wB97M-V/def2-TZVPD.

Geometry as ORCA input:
```
! RIJCOSX wB97M-V def2-TZVPD def2/J DEFGRID3
* xyz 0 1
Pt 2.07 0.04 0.34
N 4.11 0.37 0.38
C 4.51 0.79 1.75
C 4.34 -0.41 2.69
C 2.89 -0.83 2.96
N 2.25 -1.46 1.77
H 4.64 -0.47 0.15
H 4.34 1.07 -0.33
H 3.89 1.63 2.04
H 5.55 1.11 1.75
H 4.81 -0.19 3.65
H 4.89 -1.26 2.27
H 2.29 0.05 3.19
H 2.85 -1.50 3.82
H 1.32 -1.76 2.02
H 2.76 -2.30 1.50
C 2.49 0.87 -2.86
C 1.84 1.96 -2.00
O 1.91 1.75 -0.64
C 0.36 2.10 -2.42
F -0.31 2.95 -1.64
F -0.25 0.90 -2.32
F 0.22 2.51 -3.69
C 2.60 3.28 -2.23
F 2.09 4.30 -1.54
F 3.88 3.13 -1.82
F 2.65 3.64 -3.52
H 2.11 -0.10 -2.54
H 3.57 0.89 -2.74
H 2.26 1.01 -3.92
O -4.94 -4.59 -0.70
S -6.23 -3.96 -0.50
O -7.02 -3.77 -1.70
O -6.95 -4.40 0.67
C -5.79 -2.24 -0.07
N -6.78 -1.38 0.22
C -6.43 -0.15 0.53
C -5.11 0.28 0.57
C -4.17 -0.68 0.27
N -4.50 -1.92 -0.05
C -2.70 -0.45 0.29
C -2.09 0.67 0.85
C -0.72 0.77 0.86
N 0.06 -0.19 0.35
C -0.51 -1.27 -0.21
C -1.87 -1.44 -0.25
H -7.24 0.54 0.75
H -4.86 1.30 0.82
H -2.68 1.47 1.28
H -0.22 1.64 1.26
H 0.16 -2.01 -0.62
H -2.32 -2.32 -0.68
*
```

Kohn-Sham gap ... 5.894 eV
E_LUMO ... -1.3 eV
Energy above the lowest of the compared OMol25 structures with the same formula, charge and spin ... 0.0 kcal/mol
Highest occupied orbital energy ... -7.183 eV
Total energy ... -2312.569630 a.u.

A structure of composition C16H19HgNO in a non-equilibrium geometry. Source: OMol25; level of theory: wB97M-V/def2-TZVPD.

Geometry as ORCA input:
```
! RIJCOSX wB97M-V def2-TZVPD def2/J DEFGRID3
* xyz -1 2
Hg -0.10 0.38 1.70
N -1.26 -1.48 -0.35
C -2.60 -1.33 -0.11
C -3.34 -2.40 0.43
C -4.69 -2.26 0.70
C -5.35 -1.07 0.41
C -4.62 -0.01 -0.12
C -3.25 -0.12 -0.37
C -2.51 1.09 -0.84
C -2.92 1.70 -2.04
C -2.39 2.93 -2.42
C -1.47 3.56 -1.60
C -1.05 2.93 -0.43
C -1.54 1.69 -0.05
H -0.85 -2.39 -0.38
H -0.75 -0.74 -0.81
H -2.83 -3.33 0.65
H -5.24 -3.09 1.13
H -6.41 -0.96 0.61
H -5.11 0.93 -0.34
H -3.66 1.20 -2.66
H -2.71 3.39 -3.35
H -1.08 4.54 -1.86
H -0.32 3.45 0.20
C 2.06 1.35 -1.66
C 2.68 1.07 -0.28
C 2.56 2.36 0.58
C 4.19 0.82 -0.48
O 2.10 0.00 0.33
H 2.45 2.26 -2.13
H 0.98 1.45 -1.55
H 2.26 0.50 -2.32
H 2.97 3.24 0.07
H 3.08 2.21 1.52
H 1.50 2.54 0.80
H 4.69 1.71 -0.89
H 4.34 -0.02 -1.15
H 4.64 0.57 0.49
*
```

Kohn-Sham gap (spin up / spin down) ... 6.598 / 6.066 eV
E_LUMO (spin up / spin down) ... 3.3 / 2.4 eV
Highest occupied orbital energy (spin up / spin down) ... -3.337 / -3.686 eV
Total energy ... -904.477958 a.u.

An isolated molecule of C16H19N3O3 in a non-equilibrium geometry. Source: OMol25; level of theory: wB97M-V/def2-TZVPD.

Geometry as ORCA input:
```
! RIJCOSX wB97M-V def2-TZVPD def2/J DEFGRID3
* xyz 0 1
N -3.59 1.23 1.15
C -2.13 0.68 1.20
C -2.49 -0.86 1.04
C -1.25 -1.83 1.02
C -0.57 -2.38 1.98
N 0.72 -2.51 1.65
C 0.86 -2.38 0.33
C 2.03 -2.29 -0.53
C 1.84 -2.15 -1.87
C 0.48 -1.75 -2.34
C -0.63 -1.72 -1.55
C -0.39 -2.01 -0.23
C -1.29 1.31 0.06
O -1.92 1.91 -0.84
N 0.05 1.19 -0.03
C 0.79 1.03 1.23
C 2.26 1.41 0.92
C 2.01 2.54 0.04
C 0.76 2.17 -0.85
C 0.98 1.58 -2.26
O 2.03 1.48 -2.83
O -0.21 1.45 -3.04
H -3.80 1.08 0.21
H -4.09 0.48 1.63
H -1.82 0.66 2.20
H -3.08 -1.04 0.14
H -3.23 -0.95 1.82
H -0.83 -2.47 2.98
H 1.37 -2.84 2.42
H 3.03 -2.36 -0.10
H 2.74 -2.25 -2.54
H 0.48 -1.50 -3.41
H -1.63 -1.47 -2.00
H 0.87 -0.15 1.59
H 0.35 1.65 2.02
H 2.65 0.46 0.44
H 2.60 1.51 1.90
H 3.02 2.85 -0.54
H 1.79 3.38 0.58
H 0.30 3.15 -1.00
H -1.05 1.71 -2.61
*
```

Kohn-Sham gap ... 8.666 eV
E_LUMO ... 0.4 eV
Energy above the lowest of the compared OMol25 structures with the same formula, charge and spin ... 113.5 kcal/mol
Highest occupied orbital energy ... -8.221 eV
Total energy ... -1010.994549 a.u.

A structure of composition C16H19N3O3S in a non-equilibrium geometry. Source: OMol25; level of theory: wB97M-V/def2-TZVPD.

Geometry as ORCA input:
```
! RIJCOSX wB97M-V def2-TZVPD def2/J DEFGRID3
* xyz 0 1
C -0.02 -3.97 -0.98
N 0.93 -3.48 -0.19
S 1.07 -1.86 -0.24
O 1.00 -1.33 -1.62
O 2.00 -1.23 0.43
N -0.44 -1.13 0.59
C -1.61 -0.74 -0.12
C -2.63 -1.53 -0.17
C -3.73 -1.19 -0.90
C -3.77 -0.27 -1.81
C -2.32 0.41 -1.93
C -1.26 0.19 -1.30
H -0.63 0.70 -1.53
H -2.39 1.15 -2.69
H -4.56 0.01 -2.52
H -4.75 -1.68 -0.53
H -2.91 -2.27 0.73
C -0.34 -0.48 1.90
H -1.11 -0.88 2.35
H 0.62 -0.91 2.48
C -0.14 1.04 1.56
O -0.96 1.82 2.17
N 1.08 1.30 1.12
C 1.44 2.63 0.76
C 0.87 3.69 0.55
C 1.13 4.87 0.25
C 2.17 5.07 -0.45
C 3.22 3.76 -0.60
C 2.59 2.73 0.00
H 3.12 1.72 -0.19
H 4.13 3.84 -1.16
H 2.73 5.99 -0.92
H 0.58 5.81 0.43
H -0.38 3.77 1.24
H 1.59 0.63 0.83
C 1.17 -4.00 1.24
H 1.30 -4.97 0.94
H 0.00 -3.79 1.93
H 1.82 -3.35 1.75
H -0.86 -3.84 -0.51
H -0.10 -3.40 -1.85
H 0.36 -4.86 -1.00
*
```

Kohn-Sham gap ... 8.616 eV
E_LUMO ... 0.3 eV
Energy above the lowest of the compared OMol25 structures with the same formula, charge and spin ... 443.2 kcal/mol
Highest occupied orbital energy ... -8.296 eV
Total energy ... -1408.640415 a.u.

Which formula does entry 1 have? C16H19F6N5O4PtS

Which formula does entry 2 have? C16H19HgNO